No. 1
DFT (wB97M-V/def2-TZVPD) results for C35H31AuN5O5P as an isolated structure.

```
! wB97M-V def2-TZVPD RIJCOSX def2/J DEFGRID3
* xyz 2 3
Au 0.85253 -0.14225 -0.06426
N 0.76753 -0.03899 -3.15095
P 0.09063 1.09950 -2.08730
C -0.13747 2.53263 -3.20859
C -0.94888 2.31993 -4.32489
C -1.21225 3.37259 -5.18052
C -0.69264 4.63217 -4.92023
C 0.10671 4.83803 -3.80866
C 0.38958 3.78840 -2.94746
C -1.62723 0.61547 -1.82564
C -2.37320 1.47382 -1.02041
C -3.68830 1.16784 -0.73018
C -4.25510 -0.00202 -1.22905
C -3.51311 -0.85230 -2.03254
C -2.19696 -0.54992 -2.34071
C 1.68824 -0.99314 -2.81617
C 2.21726 -1.85174 -3.79351
C 3.10486 -2.83340 -3.41275
C 3.48381 -2.93692 -2.07395
C 2.94458 -2.04559 -1.17624
N 2.07256 -1.10454 -1.54167
H 0.63576 0.11365 -4.14912
H -1.38193 1.34673 -4.51588
H -1.83918 3.21133 -6.04460
H -0.92364 5.45399 -5.58051
H 0.50344 5.82034 -3.60504
H 1.01387 3.95215 -2.08134
H -1.90695 2.36919 -0.62826
H -4.27704 1.83208 -0.11731
H -5.28554 -0.22857 -1.00231
H -3.96648 -1.74250 -2.44141
H -1.62498 -1.19105 -2.99539
H 1.91904 -1.73881 -4.82454
H 3.50758 -3.51406 -4.14673
H 4.19014 -3.68209 -1.74584
H 3.20218 -2.05504 -0.12773
O 1.11112 -1.67872 1.63570
C 0.43094 -2.68200 1.85345
C -0.50536 -3.37778 1.02680
C -1.04173 -4.58214 1.51264
C -1.91141 -5.32978 0.75786
C -2.25018 -4.93565 -0.54602
C -1.72081 -3.79392 -1.06404
C -0.87958 -2.92240 -0.29168
O -0.54876 -1.81768 -0.79883
N -2.47055 -6.55657 1.30608
O -3.27866 -7.13785 0.62700
O -2.08237 -6.87943 2.40152
H 0.55086 -3.14931 2.84733
H -0.76294 -4.95639 2.48994
H -2.92568 -5.56482 -1.11138
H -1.96129 -3.46211 -2.06170
C 1.16994 3.29070 4.80891
N 0.30281 2.38732 4.10176
N 0.60188 1.93434 2.84120
C -0.54330 1.40629 2.27795
O -0.60592 0.93270 1.11375
C -1.56863 1.58505 3.23118
C -1.01402 2.21015 4.32874
C -1.66619 2.63135 5.58516
C 1.89531 1.48844 2.49492
C 2.37791 1.69732 1.20282
C 3.62634 1.17634 0.86316
C 4.36629 0.46461 1.79134
C 3.87770 0.27097 3.07468
C 2.62873 0.75666 3.41992
H 2.21339 3.05990 4.61002
H 0.98362 3.19978 5.87647
H 0.97437 4.32371 4.50618
H -2.58782 1.28730 3.10173
H -2.71401 2.34910 5.57270
H -1.59402 3.70978 5.71612
H -1.19242 2.15730 6.44392
H 1.84569 2.36067 0.53751
H 4.02342 1.34799 -0.12437
H 5.32887 0.06147 1.52152
H 4.46102 -0.25786 3.81188
H 2.21599 0.55827 4.39787
*
```

Results
E_LUMO (alpha / beta) = -6.04 / -8.79 eV
Electronic energy = -67448.669 eV
Largest force on an atom = 2.26 eV/A
Frontier orbital gap (alpha / beta) = 7.205 / 4.854 eV
⟨S²⟩ = 2.06

---

No. 2
DFT (wB97M-V/def2-TZVPD) results for one molecule with the formula C6H8O2.

```
! wB97M-V def2-TZVPD RIJCOSX def2/J DEFGRID3
* xyz 0 1
C 1.34146 1.82988 -0.75056
C 0.34905 1.12165 -0.21457
O -0.71281 0.71518 -0.99403
C -1.09299 -0.69642 -1.15797
C -0.97057 -1.59956 0.05499
C 0.34433 -1.02492 0.58659
O 0.87762 -0.45263 1.79022
C 0.08444 0.36998 1.01248
H 1.18321 2.11603 -1.75305
H 2.22669 2.14956 -0.21029
H -2.20204 -0.56514 -1.44927
H -0.43052 -1.09125 -1.98072
H -1.78952 -1.51369 0.75389
H -0.89616 -2.64226 -0.25035
H 1.16883 -1.18750 -0.11372
H -0.91333 0.63025 1.44826
*
```

Results
E_LUMO = 0.97 eV
Electronic energy = -10442.362 eV
Largest force on an atom = 2.17 eV/A
Frontier orbital gap = 9.799 eV
SMILES = C=C1OCC[C@@H]2O[C@@H]12
ΔE to the lowest compared entry with this formula, charge and spin = 100.6 kcal per mole

---

No. 3
DFT (wB97M-V/def2-TZVPD) results for C2H4CuMgO2 as an isolated structure.

```
! wB97M-V def2-TZVPD RIJCOSX def2/J DEFGRID3
* xyz 1 1
O -0.68086 2.27131 -0.59853
C -0.26942 -1.21948 -0.02981
C 1.10835 -0.95194 0.39325
O 0.06457 -0.25688 1.09462
Cu -1.57451 3.73785 -2.14558
Mg -0.41788 1.65732 1.09574
H -1.03047 -0.91413 -0.74724
H -0.58010 -2.24624 0.17861
H 1.77072 -0.39644 -0.27360
H 1.60960 -1.68136 1.03254
*
```

Results
E_LUMO = -4.79 eV
Electronic energy = -56308.184 eV
Largest force on an atom = 2.64 eV/A
Frontier orbital gap = 7.210 eV
ΔE to the lowest compared entry with this formula, charge and spin = 2.3 kcal per mole

---

No. 4
DFT (wB97M-V/def2-TZVPD) results for C16H13CuF2NO10 as an isolated structure.

```
! wB97M-V def2-TZVPD RIJCOSX def2/J DEFGRID3
* xyz -1 1
Cu 0.50927 0.28552 -0.12704
C -2.97320 -1.48223 -1.62139
C -1.72012 -1.08876 -1.17920
C -0.56734 -2.11082 -1.23523
O 0.55963 -1.80355 -0.72801
C -0.81604 -3.32996 -1.82665
C -2.07352 -3.72539 -2.38130
C -3.23472 -2.73951 -2.22663
O -4.34313 -3.05745 -2.64681
O -2.21126 -4.76655 -3.01676
O -1.49501 0.09224 -0.73951
H -3.78189 -0.77506 -1.49264
H 0.03431 -4.00315 -1.86283
C -1.56270 5.30970 0.09017
C -2.04096 5.16055 1.53790
O -1.76427 3.79642 1.77760
C -0.66601 3.46675 1.03556
O -0.00730 2.50583 1.19237
O -0.48381 4.39164 0.05123
F -3.39156 5.29818 1.66578
H -1.14031 6.28545 -0.14194
H -2.40160 5.11193 -0.57856
H -1.56458 5.84311 2.23987
C 2.22853 -3.18975 3.79099
C 0.88175 -3.68148 3.24108
O 0.43885 -2.60165 2.45905
C 1.28014 -1.55691 2.54867
O 1.16854 -0.54203 1.95959
O 2.28717 -1.82583 3.43269
F -0.06666 -3.88693 4.20355
H 3.01029 -3.74011 3.25969
H 2.35528 -3.32733 4.86135
H 0.96691 -4.56963 2.62410
N 3.37371 0.96816 -1.75047
C 2.72091 0.12222 -2.60155
C 1.42535 0.54281 -2.70542
C 1.29255 1.70105 -1.88040
C 2.49790 1.90606 -1.25409
H 4.31613 0.84388 -1.43172
H 3.14083 -0.74737 -3.07620
H 0.62694 0.05115 -3.23417
H 0.39782 2.29373 -1.76789
H 2.79317 2.57510 -0.46484
*
```

Results
E_LUMO = 2.19 eV
Electronic energy = -88843.412 eV
Largest force on an atom = 1.16 eV/A
Frontier orbital gap = 5.364 eV
ΔE to the lowest compared entry with this formula, charge and spin = 0.0 kcal per mole

---

Question: electronic energy of number 4 (C16H13CuF2NO10)?
Answer: -88843.412 eV